{
  "formula": "C57H42ClN6O7ScSe",
  "method": "wB97M-V/def2-TZVPD",
  "total_charge": -2,
  "homo_energy_ev": -1.85,
  "elements": ["Sc", "C", "C", "C", "C", "C", "C", "C", "C", "C", "C", "C", "N", "C", "C", "C", "C", "C", "C", "C", "C", "C", "C", "C", "C", "C", "N", "C", "C", "C", "C", "C", "C", "C", "C", "C", "C", "C", "C", "N", "C", "C", "N", "C", "C", "C", "C", "C", "C", "H", "H", "H", "H", "H", "H", "H", "H", "H", "H", "H", "H", "H", "H", "H", "H", "H", "H", "H", "H", "H", "H", "H", "H", "H", "H", "H", "H", "O", "Se", "O", "O", "O", "C", "N", "C", "C", "N", "C", "H", "H", "H", "H", "H", "H", "C", "C", "C", "C", "Cl", "C", "C", "C", "O", "C", "C", "O", "O", "H", "H", "H", "H", "H", "H", "H", "H"],
  "positions_angstrom": [[-0.44, 0.48, 0.30], [4.65, 1.42, -5.70], [4.52, 0.34, -4.83], [3.49, 0.33, -3.90], [2.56, 1.37, -3.82], [2.71, 2.44, -4.71], [3.74, 2.46, -5.64], [1.47, 1.35, -2.81], [0.49, 0.35, -2.92], [0.47, -0.62, -4.00], [-0.61, -1.39, -3.79], [-1.28, -0.87, -2.62], [-0.58, 0.17, -2.10], [-2.49, -1.36, -2.12], [-3.19, -0.78, -1.05], [-4.56, -1.10, -0.72], [-4.93, -0.23, 0.25], [-3.77, 0.61, 0.51], [-3.76, 1.63, 1.45], [-5.00, 1.83, 2.27], [-5.11, 1.25, 3.53], [-6.26, 1.43, 4.29], [-7.31, 2.20, 3.80], [-7.20, 2.79, 2.55], [-6.06, 2.61, 1.79], [-2.69, 2.47, 1.72], [-1.49, 2.46, 1.07], [-0.75, 3.44, 1.64], [0.51, 3.86, 1.21], [1.21, 4.87, 2.05], [1.62, 4.50, 3.34], [2.27, 5.41, 4.16], [2.53, 6.70, 3.71], [2.13, 7.08, 2.44], [1.47, 6.17, 1.62], [1.13, 3.40, 0.05], [2.35, 3.95, -0.50], [2.58, 3.28, -1.65], [1.52, 2.30, -1.79], [0.67, 2.39, -0.74], [-1.50, 4.11, 2.69], [-2.71, 3.51, 2.72], [-2.74, 0.24, -0.29], [-3.13, -2.53, -2.80], [-3.50, -2.49, -4.14], [-4.12, -3.58, -4.75], [-4.38, -4.73, -4.02], [-4.02, -4.78, -2.68], [-3.40, -3.69, -2.08], [5.46, 1.44, -6.42], [5.22, -0.48, -4.87], [3.39, -0.50, -3.21], [1.99, 3.25, -4.67], [3.84, 3.30, -6.32], [1.19, -0.70, -4.80], [-0.92, -2.25, -4.36], [-5.18, -1.85, -1.19], [-5.88, -0.14, 0.74], [-4.28, 0.66, 3.90], [-6.33, 0.97, 5.27], [-8.20, 2.35, 4.40], [-8.02, 3.40, 2.16], [-5.96, 3.06, 0.81], [1.41, 3.49, 3.68], [2.58, 5.11, 5.15], [3.04, 7.41, 4.35], [2.31, 8.08, 2.08], [1.14, 6.46, 0.63], [2.93, 4.74, -0.07], [3.41, 3.42, -2.33], [-1.14, 4.91, 3.30], [-3.54, 3.73, 3.38], [-3.32, -1.59, -4.71], [-4.40, -3.52, -5.80], [-4.86, -5.58, -4.49], [-4.22, -5.67, -2.10], [-3.11, -3.74, -1.04], [-0.94, 1.16, 4.22], [-0.38, 0.09, 3.13], [0.67, 0.83, 2.05], [-1.55, -0.38, 2.05], [0.35, -1.18, 3.82], [4.74, -2.45, -0.54], [3.95, -1.29, -0.20], [4.30, -0.25, 0.64], [3.20, 0.55, 0.71], [2.20, 0.04, -0.07], [2.68, -1.07, -0.59], [5.75, -2.14, -0.84], [4.26, -2.97, -1.36], [4.81, -3.14, 0.31], [5.27, -0.20, 1.11], [3.06, 1.46, 1.28], [2.13, -1.75, -1.23], [2.36, -6.85, 0.67], [2.64, -5.61, 1.49], [3.85, -5.41, 2.13], [4.08, -4.24, 2.84], [5.63, -4.03, 3.65], [3.12, -3.25, 2.90], [1.90, -3.43, 2.26], [1.65, -4.62, 1.58], [0.47, -4.91, 0.99], [-0.44, -3.83, 0.76], [0.10, -2.82, -0.26], [0.69, -3.25, -1.25], [-0.11, -1.61, 0.05], [3.27, -7.44, 0.55], [1.98, -6.56, -0.31], [1.60, -7.47, 1.14], [4.63, -6.16, 2.07], [3.29, -2.32, 3.44], [1.17, -2.64, 2.34], [-0.72, -3.33, 1.69], [-1.31, -4.32, 0.33]],
  "lowdin_charge": [1.030, -0.118, -0.090, -0.028, -0.191, -0.043, -0.100, -0.082, -0.235, -0.007, -0.009, -0.242, 0.093, -0.066, -0.230, -0.006, 0.001, -0.238, -0.075, -0.209, -0.008, -0.088, -0.119, -0.102, -0.035, -0.237, 0.084, -0.246, -0.073, -0.191, -0.011, -0.086, -0.118, -0.103, -0.047, -0.244, -0.015, -0.012, -0.256, 0.088, 0.001, 0.001, 0.085, -0.181, -0.044, -0.099, -0.117, -0.088, -0.028, 0.087, 0.094, 0.109, 0.119, 0.091, 0.101, 0.103, 0.101, 0.104, 0.131, 0.095, 0.087, 0.090, 0.119, 0.129, 0.097, 0.087, 0.090, 0.117, 0.098, 0.099, 0.108, 0.109, 0.117, 0.092, 0.088, 0.096, 0.112, -0.465, 0.784, -0.506, -0.487, -0.474, -0.015, -0.118, -0.066, -0.116, 0.059, -0.154, 0.082, 0.094, 0.074, 0.105, 0.102, 0.115, -0.040, -0.201, -0.100, -0.686, 0.586, -0.089, 0.026, -0.228, -0.031, -0.063, -0.615, 0.022, -0.106, 0.068, 0.084, 0.080, 0.100, 0.114, 0.089, 0.129, 0.118]
}


{
  "formula": "C15H17ClN2O4",
  "method": "wB97M-V/def2-TZVPD",
  "de_lowest_kj_mol": 35.8,
  "homo_energy_ev": -9.24,
  "smiles": "CCOC(=O)C[C@@H]1C(=O)NCCN1C(=O)c1ccc(Cl)cc1",
  "elements": ["C", "C", "H", "H", "O", "C", "O", "C", "H", "H", "C", "N", "C", "O", "C", "C", "C", "C", "C", "C", "H", "H", "Cl", "H", "H", "C", "C", "N", "C", "O", "H", "H", "H", "H", "H", "H", "H", "H", "H"],
  "positions_angstrom": [[-3.22, -2.62, 1.58], [-2.51, -2.35, 0.27], [-2.99, -1.54, -0.29], [-2.49, -3.25, -0.36], [-1.16, -1.98, 0.56], [-0.49, -1.32, -0.39], [-0.96, -1.01, -1.46], [0.93, -1.05, 0.06], [1.46, -2.00, -0.03], [0.92, -0.77, 1.11], [1.62, 0.03, -0.81], [1.88, 1.24, -0.05], [0.90, 2.05, 0.44], [1.15, 2.98, 1.19], [-0.50, 1.75, 0.02], [-1.42, 1.33, 0.97], [-2.74, 1.11, 0.63], [-3.14, 1.32, -0.68], [-2.24, 1.77, -1.64], [-0.92, 1.99, -1.28], [-0.22, 2.35, -2.02], [-2.57, 1.94, -2.65], [-4.78, 1.02, -1.13], [-3.46, 0.78, 1.36], [-1.10, 1.17, 1.99], [3.25, 1.53, 0.32], [3.99, 0.24, 0.62], [3.96, -0.57, -0.58], [2.89, -0.59, -1.40], [2.90, -1.13, -2.48], [4.82, -0.97, -0.94], [3.51, -0.30, 1.44], [5.02, 0.44, 0.89], [3.75, 2.06, -0.50], [3.22, 2.19, 1.19], [0.95, 0.24, -1.65], [-2.73, -3.43, 2.12], [-4.25, -2.90, 1.38], [-3.21, -1.73, 2.21]],
  "nbo_charge": [-0.622, -0.076, 0.203, 0.186, -0.518, 0.819, -0.599, -0.514, 0.252, 0.240, -0.161, -0.437, 0.676, -0.608, -0.156, -0.182, -0.233, -0.030, -0.227, -0.119, 0.217, 0.233, 0.010, 0.229, 0.228, -0.230, -0.230, -0.625, 0.682, -0.596, 0.412, 0.192, 0.221, 0.197, 0.254, 0.270, 0.213, 0.220, 0.209]
}


{
  "formula": "FN2O3S",
  "method": "wB97M-V/def2-TZVPD",
  "de_lowest_kj_mol": 171.1,
  "total_charge": -1,
  "homo_energy_ev": [-4.66, -3.44],
  "elements": ["N", "N", "O", "O", "O", "F", "S"],
  "positions_angstrom": [[2.48, 0.39, -0.01], [-1.37, -0.14, 0.27], [3.16, -0.55, -0.38], [-1.58, 0.74, 1.02], [-1.28, -1.32, 0.35], [-2.33, 0.20, -1.14], [0.91, 0.67, -0.12]],
  "nbo_charge": [-0.122, 0.644, -0.399, -0.367, -0.369, -0.583, 0.195]
}


{
  "formula": "C14H21BMnN4",
  "method": "wB97M-V/def2-TZVPD",
  "de_lowest_kj_mol": 106.3,
  "multiplicity": 6,
  "s_squared": 8.82,
  "homo_energy_ev": [-5.66, -8.26],
  "elements": ["C", "C", "C", "H", "C", "H", "H", "H", "C", "H", "H", "C", "H", "H", "C", "H", "H", "C", "H", "H", "Mn", "H", "B", "N", "C", "C", "C", "N", "N", "C", "C", "C", "N", "H", "H", "H", "H", "H", "H", "H", "H"],
  "positions_angstrom": [[-1.98, -1.47, -1.31], [0.84, -0.37, -1.62], [-1.81, 0.03, -1.09], [-3.02, -1.68, -1.60], [0.70, 1.07, -1.76], [1.75, -0.76, -1.15], [-2.53, 0.44, -0.37], [1.61, 1.69, -1.71], [-1.74, 0.84, -2.38], [-2.63, 1.48, -2.47], [-1.79, 0.17, -3.25], [-1.07, -2.03, -2.42], [-1.64, -2.07, -3.37], [-0.84, -3.07, -2.16], [0.28, -1.31, -2.68], [0.23, -0.82, -3.67], [1.02, -2.12, -2.79], [-0.45, 1.68, -2.54], [-0.18, 1.76, -3.60], [-0.67, 2.70, -2.20], [-0.16, 0.36, -0.09], [-1.86, -2.06, -0.40], [1.76, -1.03, 2.34], [2.13, 0.41, 1.85], [3.06, 1.26, 2.32], [2.83, 2.52, 1.75], [1.74, 2.38, 0.89], [1.32, 1.09, 0.93], [0.21, -0.99, 2.58], [-0.43, -1.01, 3.76], [-1.76, -0.63, 3.57], [-1.89, -0.38, 2.20], [-0.68, -0.55, 1.59], [2.28, -1.20, 3.43], [2.09, -1.92, 1.61], [3.82, 0.96, 3.02], [3.39, 3.42, 1.91], [1.25, 3.10, 0.25], [0.10, -1.31, 4.65], [-2.52, -0.52, 4.33], [-2.76, -0.05, 1.63]],
  "nbo_charge": [-0.417, -0.518, -0.622, 0.201, -0.310, 0.242, 0.198, 0.235, -0.418, 0.215, 0.204, -0.407, 0.201, 0.209, -0.412, 0.200, 0.224, -0.447, 0.217, 0.210, 1.429, 0.209, 0.172, -0.277, 0.024, -0.350, -0.012, -0.444, -0.273, 0.026, -0.352, -0.015, -0.435, -0.040, -0.039, 0.231, 0.230, 0.221, 0.231, 0.233, 0.225]
}


Copy entry 4 word for word.
{
  "formula": "C14H21BMnN4",
  "method": "wB97M-V/def2-TZVPD",
  "de_lowest_kj_mol": 106.3,
  "multiplicity": 6,
  "s_squared": 8.82,
  "homo_energy_ev": [-5.66, -8.26],
  "elements": ["C", "C", "C", "H", "C", "H", "H", "H", "C", "H", "H", "C", "H", "H", "C", "H", "H", "C", "H", "H", "Mn", "H", "B", "N", "C", "C", "C", "N", "N", "C", "C", "C", "N", "H", "H", "H", "H", "H", "H", "H", "H"],
  "positions_angstrom": [[-1.98, -1.47, -1.31], [0.84, -0.37, -1.62], [-1.81, 0.03, -1.09], [-3.02, -1.68, -1.60], [0.70, 1.07, -1.76], [1.75, -0.76, -1.15], [-2.53, 0.44, -0.37], [1.61, 1.69, -1.71], [-1.74, 0.84, -2.38], [-2.63, 1.48, -2.47], [-1.79, 0.17, -3.25], [-1.07, -2.03, -2.42], [-1.64, -2.07, -3.37], [-0.84, -3.07, -2.16], [0.28, -1.31, -2.68], [0.23, -0.82, -3.67], [1.02, -2.12, -2.79], [-0.45, 1.68, -2.54], [-0.18, 1.76, -3.60], [-0.67, 2.70, -2.20], [-0.16, 0.36, -0.09], [-1.86, -2.06, -0.40], [1.76, -1.03, 2.34], [2.13, 0.41, 1.85], [3.06, 1.26, 2.32], [2.83, 2.52, 1.75], [1.74, 2.38, 0.89], [1.32, 1.09, 0.93], [0.21, -0.99, 2.58], [-0.43, -1.01, 3.76], [-1.76, -0.63, 3.57], [-1.89, -0.38, 2.20], [-0.68, -0.55, 1.59], [2.28, -1.20, 3.43], [2.09, -1.92, 1.61], [3.82, 0.96, 3.02], [3.39, 3.42, 1.91], [1.25, 3.10, 0.25], [0.10, -1.31, 4.65], [-2.52, -0.52, 4.33], [-2.76, -0.05, 1.63]],
  "nbo_charge": [-0.417, -0.518, -0.622, 0.201, -0.310, 0.242, 0.198, 0.235, -0.418, 0.215, 0.204, -0.407, 0.201, 0.209, -0.412, 0.200, 0.224, -0.447, 0.217, 0.210, 1.429, 0.209, 0.172, -0.277, 0.024, -0.350, -0.012, -0.444, -0.273, 0.026, -0.352, -0.015, -0.435, -0.040, -0.039, 0.231, 0.230, 0.221, 0.231, 0.233, 0.225]
}